Entry 1:
Formula: C33H24Br2F3IrN3O5
Source: the Open Molecules 2025 dataset
Level of theory: ωB97M-V/def2-TZVPD

<S²>: 0.86
ΔE to the lowest compared entry with this formula, charge and spin: 71.3 kcal per mole
electronic energy: -200392.252 eV

Structure (ORCA input):
```
! RIJCOSX wB97M-V def2-TZVPD def2/J DEFGRID3
* xyz 0 2
Ir -0.194 -0.081 0.150
N 7.150 0.151 7.328
C 6.366 0.088 6.492
C 5.394 0.008 5.472
C 4.373 -0.943 5.557
C 3.400 -0.996 4.586
C 3.416 -0.113 3.502
C 4.466 0.807 3.408
C 5.437 0.879 4.382
C 2.350 -0.149 2.504
C 1.005 -0.098 2.946
C 0.579 0.069 4.291
C -0.808 0.094 4.286
C -1.202 -0.044 2.959
N -0.118 -0.152 2.141
C 2.705 -0.273 1.137
C 4.009 -0.532 0.608
C 3.863 -0.660 -0.762
C 2.504 -0.487 -1.042
N 1.832 -0.210 0.100
H 4.361 -1.638 6.383
H 2.626 -1.745 4.630
H 4.500 1.498 2.580
H 6.236 1.602 4.314
H 1.220 0.162 5.142
H -1.462 0.206 5.127
H -2.214 -0.062 2.604
H 4.906 -0.622 1.187
H 4.632 -0.867 -1.477
H 2.002 -0.541 -1.990
Br -4.028 4.793 -4.711
C -3.258 3.866 -3.240
C -3.628 4.194 -1.946
C -3.060 3.503 -0.889
C -2.153 2.482 -1.125
C -1.805 2.157 -2.427
C -2.343 2.862 -3.494
C -0.821 1.029 -2.795
O -0.601 0.847 -3.974
O -0.301 0.404 -1.828
H -4.334 4.992 -1.775
H -3.344 3.753 0.122
H -1.714 1.959 -0.280
H -2.027 2.610 -4.494
C 2.970 3.246 0.155
C 1.681 2.980 -0.611
O 0.646 2.489 0.228
H 3.756 3.526 -0.540
H 3.279 2.352 0.694
H 2.834 4.059 0.869
H 1.834 2.210 -1.371
H 1.336 3.895 -1.114
H 0.489 3.126 0.936
Br -0.449 -9.098 -1.020
C -0.192 -7.278 -0.517
C 0.309 -6.986 0.742
C 0.473 -5.663 1.111
C 0.144 -4.654 0.219
C -0.347 -4.959 -1.041
C -0.516 -6.276 -1.418
C 0.294 -3.192 0.618
O 0.575 -2.911 1.774
O 0.095 -2.403 -0.341
H 0.562 -7.782 1.424
H 0.851 -5.399 2.085
H -0.596 -4.159 -1.718
H -0.896 -6.516 -2.397
F -2.472 -1.197 -1.128
C -2.138 -0.837 0.122
F -3.111 0.055 0.499
F -2.364 -1.918 0.894
*
```

=====

Entry 2:
Formula: C33H24ClN5ORuS
Source: the Open Molecules 2025 dataset
Level of theory: ωB97M-V/def2-TZVPD

<S²>: 6.06
ΔE to the lowest compared entry with this formula, charge and spin: 0.0 kcal per mole
electronic energy: -70036.191 eV

Structure (ORCA input):
```
! RIJCOSX wB97M-V def2-TZVPD def2/J DEFGRID3
* xyz 2 5
Ru -0.497 -0.345 -0.465
Cl 3.609 -5.293 2.908
C 2.566 -3.993 2.465
C 1.455 -3.695 3.290
C 0.611 -2.671 2.982
C 0.791 -1.900 1.803
O -0.027 -0.936 1.542
C 1.917 -2.205 0.977
C 2.294 -1.362 -0.090
N 1.510 -0.496 -0.684
C 2.056 0.544 -1.493
C 3.281 0.550 -2.105
C 3.712 1.688 -2.820
C 2.932 2.804 -2.907
C 1.654 2.820 -2.300
C 0.782 3.930 -2.344
C -0.447 3.855 -1.747
C -0.826 2.662 -1.120
N -0.032 1.608 -1.043
C 1.216 1.675 -1.613
C 2.811 -3.247 1.354
H 1.298 -4.290 4.181
H -0.230 -2.424 3.616
H 3.339 -1.394 -0.386
H 3.940 -0.306 -2.057
H 4.683 1.665 -3.295
H 3.272 3.680 -3.443
H 1.096 4.830 -2.857
H -1.137 4.686 -1.761
H -1.809 2.562 -0.681
H 3.684 -3.450 0.747
C -2.402 0.969 1.687
C -3.230 0.490 0.535
C -4.633 0.550 0.618
C -5.389 0.086 -0.417
C -4.754 -0.399 -1.579
C -5.515 -0.833 -2.698
C -4.900 -1.248 -3.851
C -3.511 -1.226 -3.925
C -2.702 -0.827 -2.848
S -1.029 -0.788 -3.103
C -3.350 -0.419 -1.620
N -2.618 -0.014 -0.538
H -2.971 1.669 2.295
H -1.491 1.468 1.351
H -2.080 0.143 2.322
H -5.086 0.955 1.512
H -6.471 0.102 -0.370
H -6.595 -0.817 -2.621
H -5.481 -1.569 -4.704
H -3.013 -1.516 -4.841
N -0.455 -4.599 -0.984
C -0.173 -3.319 -1.257
N -0.883 -2.478 -0.534
C -1.693 -3.273 0.286
C -2.618 -2.941 1.275
C -3.248 -3.975 1.933
C -2.970 -5.320 1.633
C -2.053 -5.666 0.665
C -1.426 -4.614 0.005
H -0.031 -5.396 -1.430
H 0.561 -3.033 -1.993
H -2.825 -1.915 1.534
H -3.969 -3.754 2.708
H -3.486 -6.099 2.177
H -1.833 -6.699 0.436
*
```

=====

Entry 3:
Formula: C33H24N14O6Zr
Source: the Open Molecules 2025 dataset
Level of theory: ωB97M-V/def2-TZVPD

electronic energy: -69039.718 eV

Structure (ORCA input):
```
! RIJCOSX wB97M-V def2-TZVPD def2/J DEFGRID3
* xyz 0 1
Zr -0.071 0.152 -0.009
O 0.206 1.312 4.429
C -1.075 1.072 4.768
C -1.382 1.040 6.129
C -2.674 0.792 6.539
C -3.692 0.573 5.609
C -3.393 0.611 4.266
C -2.089 0.860 3.821
C -1.800 0.889 2.383
O -0.562 0.867 1.986
N -2.802 0.960 1.539
N -2.309 0.944 0.270
C -3.080 1.346 -0.660
C -2.525 1.460 -2.006
C -3.275 1.982 -3.051
C -2.689 2.095 -4.301
C -1.376 1.682 -4.457
C -0.703 1.170 -3.358
N -1.255 1.054 -2.155
H 0.273 1.185 3.463
H -0.580 1.200 6.836
H -2.896 0.759 7.598
H -4.701 0.370 5.939
H -4.159 0.444 3.521
H -4.095 1.662 -0.439
H -4.296 2.290 -2.873
H -3.247 2.497 -5.135
H -0.872 1.748 -5.410
H 0.312 0.813 -3.450
N 1.857 -4.096 0.393
C 1.925 -2.778 0.572
N 1.105 -2.175 -0.271
C 0.545 -3.217 -0.939
N 0.972 -4.401 -0.568
C -0.510 -3.039 -1.934
C -0.913 -4.108 -2.735
N -1.904 -4.001 -3.605
C -2.497 -2.812 -3.665
C -2.089 -1.745 -2.885
N -1.084 -1.840 -2.014
H 2.203 -4.814 1.014
H 2.536 -2.314 1.325
H -0.411 -5.063 -2.648
H -3.323 -2.702 -4.357
H -2.598 -0.796 -2.968
C 2.336 6.578 0.943
O 3.281 5.924 0.108
C 2.986 4.689 -0.325
C 4.015 4.059 -1.067
C 3.820 2.795 -1.517
C 2.615 2.083 -1.269
C 2.422 0.787 -1.811
C 3.464 0.144 -2.686
O 1.372 0.110 -1.631
C 1.588 2.730 -0.519
O 0.461 2.155 -0.219
C 1.793 4.049 -0.077
H 2.785 7.529 1.212
H 2.145 5.992 1.844
H 1.399 6.753 0.410
H 4.939 4.594 -1.230
H 4.613 2.312 -2.071
H 3.693 0.765 -3.552
H 3.096 -0.824 -3.014
H 4.388 0.003 -2.124
H 1.000 4.498 0.502
O 1.758 0.126 1.043
N 1.917 -0.307 2.279
C 2.782 0.359 2.965
C 3.468 1.512 2.434
N 4.019 2.429 2.018
C 3.075 -0.072 4.304
N 3.354 -0.403 5.367
N 0.837 -4.656 3.144
C -0.017 -3.881 3.038
N -1.004 -3.009 2.921
C -1.078 -2.267 1.896
N -1.180 -1.569 0.955
*
```

=====

Please write out number 3 again, unchanged.
Formula: C33H24N14O6Zr
Source: the Open Molecules 2025 dataset
Level of theory: ωB97M-V/def2-TZVPD

electronic energy: -69039.718 eV

Structure (ORCA input):
```
! RIJCOSX wB97M-V def2-TZVPD def2/J DEFGRID3
* xyz 0 1
Zr -0.071 0.152 -0.009
O 0.206 1.312 4.429
C -1.075 1.072 4.768
C -1.382 1.040 6.129
C -2.674 0.792 6.539
C -3.692 0.573 5.609
C -3.393 0.611 4.266
C -2.089 0.860 3.821
C -1.800 0.889 2.383
O -0.562 0.867 1.986
N -2.802 0.960 1.539
N -2.309 0.944 0.270
C -3.080 1.346 -0.660
C -2.525 1.460 -2.006
C -3.275 1.982 -3.051
C -2.689 2.095 -4.301
C -1.376 1.682 -4.457
C -0.703 1.170 -3.358
N -1.255 1.054 -2.155
H 0.273 1.185 3.463
H -0.580 1.200 6.836
H -2.896 0.759 7.598
H -4.701 0.370 5.939
H -4.159 0.444 3.521
H -4.095 1.662 -0.439
H -4.296 2.290 -2.873
H -3.247 2.497 -5.135
H -0.872 1.748 -5.410
H 0.312 0.813 -3.450
N 1.857 -4.096 0.393
C 1.925 -2.778 0.572
N 1.105 -2.175 -0.271
C 0.545 -3.217 -0.939
N 0.972 -4.401 -0.568
C -0.510 -3.039 -1.934
C -0.913 -4.108 -2.735
N -1.904 -4.001 -3.605
C -2.497 -2.812 -3.665
C -2.089 -1.745 -2.885
N -1.084 -1.840 -2.014
H 2.203 -4.814 1.014
H 2.536 -2.314 1.325
H -0.411 -5.063 -2.648
H -3.323 -2.702 -4.357
H -2.598 -0.796 -2.968
C 2.336 6.578 0.943
O 3.281 5.924 0.108
C 2.986 4.689 -0.325
C 4.015 4.059 -1.067
C 3.820 2.795 -1.517
C 2.615 2.083 -1.269
C 2.422 0.787 -1.811
C 3.464 0.144 -2.686
O 1.372 0.110 -1.631
C 1.588 2.730 -0.519
O 0.461 2.155 -0.219
C 1.793 4.049 -0.077
H 2.785 7.529 1.212
H 2.145 5.992 1.844
H 1.399 6.753 0.410
H 4.939 4.594 -1.230
H 4.613 2.312 -2.071
H 3.693 0.765 -3.552
H 3.096 -0.824 -3.014
H 4.388 0.003 -2.124
H 1.000 4.498 0.502
O 1.758 0.126 1.043
N 1.917 -0.307 2.279
C 2.782 0.359 2.965
C 3.468 1.512 2.434
N 4.019 2.429 2.018
C 3.075 -0.072 4.304
N 3.354 -0.403 5.367
N 0.837 -4.656 3.144
C -0.017 -3.881 3.038
N -1.004 -3.009 2.921
C -1.078 -2.267 1.896
N -1.180 -1.569 0.955
*
```

=====

- What is the electronic energy in the second record?
  -70036.191 eV